Entry 1:
ORCA calculation (ωB97M-V/def2-TZVPD) on a molecular structure, H31O16 at a distorted geometry.

Element x y z (Å)
1 O 0.4235 1.6953 -1.2878
2 H 0.1754 2.4079 -1.9173
3 H -0.2628 0.9975 -1.4048
4 O 1.1695 0.2486 2.3995
5 H 0.5473 -0.4632 2.0537
6 H 2.6770 -1.0981 2.9339
7 O 4.8463 -1.6507 0.1139
8 H 4.6444 -0.6903 0.1481
9 H 4.3089 -2.0013 0.8750
10 O 3.3577 0.5686 0.8140
11 H 2.5968 0.3537 1.4204
12 H 2.9025 1.1089 0.1204
13 O -0.3505 -1.3056 0.9930
14 H 0.2875 -1.2343 0.1753
15 H -1.1791 -0.7696 0.7987
16 O -4.6197 0.6327 -2.8062
17 H -3.6873 0.4192 -2.5843
18 H -4.9944 1.2511 -2.1744
19 O -4.7688 1.5475 0.6338
20 H -5.1605 1.3148 1.5003
21 H -4.2094 2.3557 0.7241
22 O 3.5155 -3.9352 -0.7728
23 H 4.1038 -3.2234 -0.3880
24 H 4.0796 -4.2528 -1.5130
25 O 3.2183 -1.8924 3.0867
26 H 2.5758 -2.5448 2.8131
27 O -2.9127 3.5930 0.7647
28 H -2.1279 3.0211 0.9862
29 H -2.8537 3.7823 -0.1775
30 O 0.8761 -0.8147 -1.3451
31 H 1.1366 -1.6845 -1.5119
32 H 1.6776 -0.3283 -1.2121
33 O -2.1248 0.4009 0.0715
34 H -1.4271 1.0526 0.8106
35 H -3.0202 0.4673 0.3619
36 O -1.9201 2.4749 -2.4169
37 H -2.6159 2.8500 -3.0212
38 H -1.9660 1.5345 -2.3600
39 O 1.9928 -3.9454 1.8773
40 H 1.1050 -3.7431 1.5356
41 H 2.4580 -4.1753 1.0581
42 O -1.4237 0.4231 -2.2398
43 H -1.7639 0.1125 -1.3266
44 H -0.5741 -0.0096 -2.4198
45 O -0.9459 2.0427 1.1602
46 H 0.5860 0.9854 2.2829
47 H -0.3534 2.1208 0.3667

Relative energy (zero: lowest compared OMol25 entry of this formula, charge and spin): 215.6 kJ/mol
Kohn-Sham gap: 8.572 eV
2S+1: 1
HOMO energy: -0.2290 Ha
Total charge: -1
Calculated total energy: -33265.5955 eV

=====

Entry 2:
ORCA calculation (ωB97M-V/def2-TZVPD) on C3H3N3O2 in the gas phase at a distorted geometry.

Element x y z (Å)
1 C 0.2202 0.9781 0.0513
2 C 1.3120 -1.2700 -0.1337
3 C -1.0377 1.1350 -0.0796
4 N 0.8942 -1.9735 -1.0381
5 N 1.1767 0.0026 0.3295
6 N -2.1330 0.3078 -0.1901
7 O -2.9540 0.3643 -1.0826
8 O -2.1647 -0.2908 0.9027
9 H 0.6324 1.9923 -0.0318
10 H 2.2208 -1.5315 0.3137
11 H 1.8330 0.2856 0.9587

Relative energy (zero: lowest compared OMol25 entry of this formula, charge and spin): 1003.6 kJ/mol
Kohn-Sham gap (spin up / spin down): 7.787 / 8.875 eV
2S+1: 1
HOMO energy (spin up / spin down): -0.3671 / -0.3612 Ha
Total charge: 0
Calculated total energy: -11715.5560 eV

=====

Entry 3:
ORCA calculation (ωB97M-V/def2-TZVPD) on C4H8N4 in the gas phase at a distorted geometry.

Element x y z (Å)
1 H -2.6797 0.9999 0.4512
2 N -2.4876 -0.0216 0.2050
3 C -1.2237 -0.3205 0.0949
4 C -0.6184 -1.6243 -0.0107
5 C 0.7060 -1.4679 -0.2141
6 N 1.1013 -0.1500 -0.2019
7 C 2.3838 0.3252 0.2961
8 N -0.0930 0.5789 0.0195
9 N -0.2215 1.9398 -0.2886
10 H -1.0995 -2.6254 -0.0811
11 H 1.4453 -2.2032 -0.3937
12 H 3.2202 -0.1982 -0.1957
13 H 2.4671 0.2593 1.4783
14 H 2.4371 1.3753 0.0375
15 H -0.8692 2.1016 -1.0455
16 H -0.5021 2.3866 0.6138

Relative energy (zero: lowest compared OMol25 entry of this formula, charge and spin): 274.5 kJ/mol
Kohn-Sham gap: 8.401 eV
2S+1: 1
Structure (SMILES): [H]/N=c1/ccn(C)n1N
HOMO energy: -0.2790 Ha
Total charge: 0
Calculated total energy: -10235.3966 eV

=====

Entry 4:
ORCA calculation (ωB97M-V/def2-TZVPD) on C4H8N2O2 in the gas phase at a distorted geometry.

Element x y z (Å)
1 N 1.2726 0.1815 -1.0752
2 C 0.6880 0.9813 -0.1443
3 C 0.8192 2.4883 -0.2690
4 O 1.1572 2.9455 -1.3144
5 N -0.0298 0.7415 0.9245
6 C -0.2129 -0.6499 1.2092
7 C -1.2836 -1.2502 0.4933
8 O -0.9930 -1.4913 -1.0543
9 H 1.6859 0.6957 -1.9051
10 H 0.3630 -0.3013 -1.4870
11 H 0.2177 2.9913 0.5193
12 H -0.4949 -0.5268 2.3454
13 H 0.6070 -1.3717 1.3297
14 H -1.1123 -2.4324 0.8134
15 H -2.3880 -0.8584 0.6521
16 H -0.2962 -2.1434 -1.0377

Relative energy (zero: lowest compared OMol25 entry of this formula, charge and spin): 403.3 kJ/mol
Kohn-Sham gap: 9.862 eV
2S+1: 1
Structure (SMILES): N/C(C=O)=N\CCO
HOMO energy: -0.3531 Ha
Total charge: 0
Calculated total energy: -11349.9331 eV

=====

Entry 5:
ORCA calculation (ωB97M-V/def2-TZVPD) on a molecular structure, C54H46N5NaO2S3 at a distorted geometry.

Element x y z (Å)
1 Na 0.8048 -2.2259 1.2113
2 C -0.1912 -5.2874 0.0719
3 C -0.8752 -4.5425 -1.1174
4 C -2.2577 -4.1560 -0.7504
5 C -3.4225 -4.5751 -1.4472
6 C -4.6813 -4.0672 -1.0203
7 C -4.7739 -3.1997 0.0461
8 C -3.5308 -2.8391 0.6337
9 N -2.3440 -3.2802 0.2302
10 N 1.2583 -5.1937 0.1256
11 C 1.8400 -5.8445 1.2842
12 C 1.3296 -5.4518 2.6525
13 C 1.6654 -6.3155 3.7598
14 C 1.0989 -6.0608 4.9604
15 C 0.4512 -4.8302 5.2308
16 C 0.4746 -3.9179 4.1833
17 N 0.7275 -4.2843 2.8766
18 C 2.0724 -5.2975 -1.0954
19 C 2.9873 -4.0714 -1.2764
20 C 3.8965 -4.0065 -2.3487
21 C 4.7980 -2.9099 -2.4143
22 C 4.7232 -1.9352 -1.4227
23 C 3.7496 -2.0517 -0.4308
24 N 2.8893 -3.0864 -0.3851
25 H -0.5022 -6.3672 -0.0242
26 H -0.5859 -4.9539 1.0343
27 H -1.0216 -5.2213 -1.9692
28 H -0.3185 -3.6480 -1.4316
29 H -3.3434 -5.2715 -2.2786
30 H -5.5558 -4.4094 -1.5718
31 H -5.7157 -2.7154 0.2915
32 H -3.5223 -2.1576 1.4964
33 H 2.9743 -5.6582 1.3138
34 H 1.7707 -6.9715 1.2321
35 H 2.3198 -7.1714 3.5844
36 H 1.1450 -6.7990 5.7556
37 H -0.0615 -4.5735 6.1394
38 H 0.2240 -2.8438 4.3277
39 H 1.4461 -5.4618 -1.9379
40 H 2.7497 -6.1764 -1.0421
41 H 3.9349 -4.7949 -3.0953
42 H 5.4548 -2.8268 -3.2799
43 H 5.4546 -1.1436 -1.3539
44 H 3.7327 -1.3430 0.4047
45 C 1.4054 3.4039 6.9991
46 C 1.0893 2.8195 5.6750
47 C 1.8016 3.2493 4.5735
48 C 1.4785 2.8240 3.2928
49 C 0.4282 1.9395 3.1032
50 C -0.2538 1.4611 4.2461
51 C 0.0070 1.9410 5.5160
52 S 0.0616 1.4554 1.4270
53 O -0.7165 0.1873 1.6241
54 C -1.1736 2.6672 0.8746
55 C -2.3646 2.7978 1.5738
56 C -3.1928 3.9050 1.3246
57 C -2.8970 4.8231 0.2968
58 C -3.6318 5.9733 0.1072
59 C -3.3356 6.8633 -0.9014
60 C -2.3398 6.5837 -1.8354
61 C -1.6547 5.3777 -1.6863
62 C -1.8241 4.5606 -0.5698
63 C -0.9422 3.4131 -0.2619
64 C 0.1981 3.0525 -1.1236
65 C 1.4275 3.7810 -0.9348
66 C 1.3434 5.0471 -0.2287
67 C 2.4544 5.8510 -0.2379
68 C 3.6874 5.4599 -0.8287
69 C 3.7603 4.2143 -1.4434
70 C 2.6358 3.3642 -1.5356
71 C 2.6140 2.1949 -2.3306
72 C 1.4578 1.4326 -2.3894
73 C 0.2198 1.8702 -1.8586
74 S -1.1716 0.6726 -2.0300
75 O -0.7604 -0.7367 -1.9678
76 C -1.7420 0.9884 -3.7049
77 C -2.8528 1.7954 -3.7845
78 C -3.5487 1.9287 -4.9784
79 C -3.1432 1.1770 -6.1046
80 C -3.9137 1.3653 -7.3693
81 C -1.9825 0.3716 -6.0250
82 C -1.3229 0.2272 -4.8339
83 H 1.9653 4.3584 6.9924
84 H 1.9863 2.7238 7.5921
85 H 0.5078 3.6063 7.5871
86 H 2.6997 3.8394 4.7168
87 H 2.0385 3.1838 2.4163
88 H -1.0382 0.7125 4.0316
89 H -0.5070 1.5056 6.3450
90 H -2.6529 2.1029 2.3702
91 H -4.0608 4.0844 1.9371
92 H -4.3643 6.2709 0.8414
93 H -4.0016 7.6988 -1.0577
94 H -2.0991 7.2151 -2.6918
95 H -1.0158 5.1093 -2.5319
96 H 0.4115 5.3756 0.2094
97 H 2.4085 6.7678 0.3337
98 H 4.5784 6.0951 -0.8362
99 H 4.7179 3.8584 -1.8717
100 H 3.4859 1.8514 -2.8506
101 H 1.4709 0.4776 -2.9325
102 H -3.1561 2.3316 -2.8607
103 H -4.4259 2.5621 -5.0971
104 H -3.5124 0.8431 -8.2219
105 H -4.0237 2.4044 -7.6971
106 H -4.9570 1.0068 -7.2574
107 H -1.6217 -0.0747 -6.9355
108 H -0.5464 -0.5570 -4.6344
109 S 5.0966 -1.7962 3.5359
110 C 3.6119 -1.9576 2.9727
111 N 2.4278 -1.9632 2.7729

Relative energy (zero: lowest compared OMol25 entry of this formula, charge and spin): 0.0 kJ/mol
Kohn-Sham gap: 6.208 eV
2S+1: 1
HOMO energy: -0.2360 Ha
Total charge: 0
Calculated total energy: -105211.1897 eV

=====

Entry 6:
ORCA calculation (ωB97M-V/def2-TZVPD) on C3H4O3 in the gas phase.

Element x y z (Å)
1 O -0.4556 1.9409 0.2462
2 C -0.5119 0.6414 0.3408
3 C 0.6587 -0.2264 0.5117
4 O 0.5136 -0.2802 1.7843
5 C -0.4757 -1.1332 -1.2732
6 O 0.3375 -1.4829 -0.3521
7 H 0.4218 2.2215 -0.0613
8 H -1.4772 0.2608 0.6415
9 H 1.6210 0.0971 0.0651
10 H -0.6323 -2.0389 -1.9030

Relative energy (zero: lowest compared OMol25 entry of this formula, charge and spin): 557.7 kJ/mol
Kohn-Sham gap: 8.968 eV
2S+1: 1
HOMO energy: -0.3211 Ha
Total charge: 0
Calculated total energy: -9312.9201 eV

=====

Entry 7:
ORCA calculation (ωB97M-V/def2-TZVPD) on 2 unconnected molecules or ions with the total composition CH4FOP at a distorted geometry.

Element x y z (Å)
1 C 0.1271 -0.1942 0.6404
2 O 0.5630 0.9188 1.3503
3 F -1.4687 0.3023 -1.8282
4 P 0.6592 -0.1007 -1.2095
5 H 0.6318 -1.0611 1.1403
6 H -0.8683 -0.1471 0.6082
7 H 0.0553 1.7494 1.0732
8 H 0.3007 -1.4674 -1.7748

Relative energy (zero: lowest compared OMol25 entry of this formula, charge and spin): 371.5 kJ/mol
Kohn-Sham gap: 8.929 eV
2S+1: 1
HOMO energy: -0.3832 Ha
Total charge: 0
Calculated total energy: -15152.7707 eV

=====

Entry 8:
ORCA calculation (ωB97M-V/def2-TZVPD) on a molecular structure, C4H7O3Rb at a distorted geometry.

Element x y z (Å)
1 O -1.3154 1.0650 -2.1928
2 C -2.6476 0.8899 -2.2984
3 H -3.0036 0.7696 -3.3192
4 H -3.2221 0.7540 -1.3828
5 O 0.6061 1.5462 -0.9921
6 O -1.2598 1.2158 0.1188
7 C -0.6680 1.2922 -0.9457
8 C 1.3561 1.6100 -2.2335
9 H 0.7374 2.0657 -3.0136
10 H 2.1740 2.3036 -2.0137
11 Rb -0.6889 1.6132 3.7244
12 C 1.8697 0.2473 -2.6334
13 H 1.0473 -0.4581 -2.8080
14 H 2.4361 0.3512 -3.5685
15 H 2.5406 -0.1581 -1.8646

Relative energy (zero: lowest compared OMol25 entry of this formula, charge and spin): 0.0 kJ/mol
Kohn-Sham gap (spin up / spin down): 6.364 / 10.124 eV
2S+1: 2
HOMO energy (spin up / spin down): -0.3792 / -0.5174 Ha
Total charge: +1
<S²>: 0.753
Calculated total energy: -11052.2769 eV